Entry from the Open Molecules 2025 dataset: the ion C7H18N4 with charge +2 at a distorted geometry (wB97M-V/def2-TZVPD).

The value obtained for the total energy is -13491.547 eV. Its spin multiplicity is 1. As for the energy above the lowest of the compared OMol25 structures with the same formula, charge and spin: 84.52 kcal/mol. Its net charge is +2.

Last column: Mulliken charge in e.
Geometry (Å):
C  0.814  -0.485  -1.688  0.2773
C  1.105  -1.496  0.414  -0.9757
C  -1.129  -0.615  0.375  -0.8062
C  -3.011  2.570  -0.279  -1.0668
C  3.053  -0.412  -0.737  -0.8804
C  0.064  -1.210  2.685  -0.8009
C  -1.813  1.765  0.166  -0.0383
N  1.624  -0.687  -0.654  -0.0647
N  -1.973  0.445  0.222  -0.0297
N  0.985  0.355  -2.664  -0.3226
N  0.145  -0.674  1.213  0.0163
H  0.436  -2.353  -0.014  0.3906
H  1.810  -1.917  1.014  0.6603
H  -1.703  -1.465  0.576  0.3935
H  -3.279  3.358  0.415  0.3648
H  -2.733  2.878  -1.264  0.2798
H  -3.993  1.998  -0.275  0.3100
H  3.550  0.259  0.082  0.3245
H  3.612  -1.435  -0.672  0.3158
H  3.347  0.174  -1.611  0.3465
H  -0.538  -0.394  3.213  0.3524
H  -0.438  -2.178  2.682  0.3678
H  1.050  -1.244  3.151  0.3729
H  0.093  -1.322  -1.818  0.4527
H  -0.890  2.151  0.009  0.4051
H  -2.996  0.258  0.230  0.3279
H  0.503  0.299  -3.555  0.3051
H  1.660  1.147  -2.425  0.2684
H  0.645  0.229  1.209  0.4537

Cartesian forces (eV/Å) of the 3 atoms listed first:
C -1.1 -2.9 -1.0
C -3.7 -1.3 -2.9
C 1.2 -0.3 0.0